# 1
Here is 2 unconnected molecules or ions with the total composition C14H16O from the OMol25 dataset. Energies are from ωB97M-V/def2-TZVPD.

Structure (XYZ):
```
31
Properties=species:S:1:pos:R:3
C 4.068 -3.214 -1.455
C 0.293 -1.390 -0.494
C 0.362 -2.383 -1.457
C 1.443 -0.984 0.161
C 1.585 -2.968 -1.761
C 2.664 -1.570 -0.147
C 2.747 -2.569 -1.113
H -0.653 -0.927 -0.244
H -0.533 -2.710 -1.974
H 1.398 -0.235 0.944
H 1.621 -3.749 -2.515
H 3.566 -1.255 0.361
H 3.984 -4.301 -1.394
H 4.835 -2.902 -0.748
H 4.394 -2.956 -2.464
C -4.223 1.734 -0.537
C -0.489 2.115 0.088
C -1.720 2.023 -0.550
C -0.424 1.984 1.465
C -2.890 1.816 0.161
C -1.580 1.775 2.197
C -2.797 1.699 1.542
O 0.759 2.048 2.149
H 0.406 2.271 -0.518
H -1.764 2.119 -1.628
H 1.494 2.222 1.535
H -1.519 1.668 3.273
H -4.860 0.980 -0.070
H -4.092 1.430 -1.572
H -3.682 1.531 2.144
H -4.754 2.688 -0.517
```

Calculated values
* energy relative to the best compared isomer or geometry (same formula, charge and spin): 0.000 eV
* 2S+1: 1
* SMILES: Cc1ccc(O)cc1.Cc1ccccc1
* molar mass: 200.3 Da
* E_LUMO: 0.8 eV


# 2
Here is 2 unconnected molecules or ions with the total composition C14H16O from the OMol25 dataset. Energies are from ωB97M-V/def2-TZVPD.

Structure (XYZ):
```
31
Properties=species:S:1:pos:R:3
C -2.782 1.862 2.421
C -0.546 1.505 1.370
C -1.287 1.772 2.527
C 0.805 1.219 1.432
C -0.594 1.838 3.714
C 1.491 1.347 2.633
C 0.787 1.630 3.780
H -0.926 1.780 0.396
H 1.324 1.152 0.492
H -3.206 1.820 1.424
H -3.326 2.608 3.007
H -1.114 2.087 4.636
H 2.563 1.222 2.684
H 1.216 1.790 4.743
H -3.064 0.953 2.938
C 0.800 -3.973 -2.023
C -0.337 -0.383 -1.543
C 0.396 0.251 -2.540
C -0.201 -1.749 -1.390
C 0.652 -2.484 -2.209
C 1.095 -0.498 -3.478
C 1.175 -1.879 -3.342
O 0.284 1.605 -2.623
H -0.996 0.181 -0.902
H -0.864 -2.303 -0.733
H 1.536 0.132 -4.236
H 0.719 2.021 -3.374
H -0.061 -4.569 -2.324
H 0.992 -4.144 -0.960
H 1.754 -2.437 -4.060
H 1.712 -4.356 -2.459
```

Calculated values
* energy relative to the best compared isomer or geometry (same formula, charge and spin): 0.818 eV
* 2S+1: 1
* SMILES: Cc1ccc(O)cc1.Cc1ccccc1
* molar mass: 200.3 Da
* E_LUMO: 0.8 eV


# 3
Here is 2 unconnected molecules or ions with the total composition C14H16Si from the OMol25 dataset. Energies are from ωB97M-V/def2-TZVPD.

Structure (XYZ):
```
31
Properties=species:S:1:pos:R:3
C 2.709 1.657 2.656
C -2.121 -3.143 -0.604
C 3.418 1.472 1.470
C 1.347 1.341 2.745
C -1.754 -2.616 -1.795
C -1.509 -2.807 0.531
C 2.809 0.820 0.409
C 0.718 0.771 1.626
C -0.818 -1.554 -1.839
C -0.544 -1.795 0.559
C 1.470 0.488 0.439
C -0.172 -1.104 -0.617
C -0.383 1.780 -1.509
C 0.803 -0.092 -0.732
Si -2.210 1.440 -1.294
H 3.065 2.413 3.301
H -2.989 -3.796 -0.575
H 4.534 1.593 1.606
H 0.684 1.660 3.639
H -2.305 -2.616 -2.661
H -1.745 -3.202 1.529
H 3.319 0.996 -0.499
H -0.334 0.557 1.584
H -0.618 -0.979 -2.676
H -0.259 -1.433 1.532
H -0.123 1.757 -2.596
H 0.197 2.642 -0.968
H 1.403 0.024 -1.618
H -2.999 0.586 -2.366
H -2.853 2.754 -1.015
H -2.742 0.386 -0.263
```

Calculated values
* energy relative to the best compared isomer or geometry (same formula, charge and spin): 4.619 eV
* 2S+1: 1
* molar mass: 212.4 Da
* E_LUMO (spin up / spin down): -0.5 / -0.5 eV


# 4
Here is a molecular structure, C14H17AlN2SSe4 from the OMol25 dataset. Energies are from ωB97M-V/def2-TZVPD.

Structure (XYZ):
```
39
Properties=species:S:1:pos:R:3
Al 0.179 -0.262 0.099
Se -1.794 1.976 2.163
Se -3.219 3.434 1.052
Se -5.374 2.835 1.483
Se -1.935 -0.109 0.992
C 2.826 0.359 -0.863
N 2.201 0.005 0.435
C 2.545 1.024 1.440
C 2.722 -1.339 0.798
C 1.975 -2.404 0.029
C 2.524 -3.662 -0.171
C 1.747 -4.658 -0.745
C 0.431 -4.400 -1.098
C -0.105 -3.134 -0.908
C 0.667 -2.107 -0.362
H 3.896 0.527 -0.712
H 2.360 1.251 -1.269
H 2.687 -0.462 -1.564
H 3.628 1.078 1.575
H 2.077 0.774 2.392
H 2.172 1.994 1.109
H 2.585 -1.471 1.874
H 3.797 -1.370 0.595
H 3.545 -3.872 0.126
H 2.167 -5.642 -0.906
H -0.177 -5.190 -1.520
H -1.134 -2.946 -1.189
S -0.213 1.986 -0.833
C 0.557 3.513 -0.597
N -0.271 4.452 -0.049
C 0.052 5.740 0.146
C 1.299 6.186 -0.187
C 2.200 5.267 -0.732
C 1.837 3.951 -0.937
H -1.201 4.117 0.205
H -0.722 6.359 0.577
H 1.565 7.221 -0.037
H 3.194 5.593 -1.009
H 2.524 3.252 -1.389
```

Calculated values
* 2S+1: 1
* molar mass: 588.2 Da
* E_LUMO: -1.0 eV


# 5
Here is a molecular structure, C14H17AsBF4NOSZr from the OMol25 dataset. Energies are from ωB97M-V/def2-TZVPD.

Structure (XYZ):
```
41
Properties=species:S:1:pos:R:3
Zr -0.557 -1.152 0.227
O 1.279 -1.955 -0.244
N 2.155 -2.480 0.643
C 3.261 -3.052 0.123
C 4.173 -3.632 0.958
C 3.923 -3.621 2.334
C 2.786 -3.029 2.828
C 1.866 -2.432 1.957
S 0.423 -1.632 2.479
H 3.327 -3.009 -0.953
H 5.057 -4.092 0.543
H 4.625 -4.083 3.015
H 2.569 -3.011 3.886
F -3.345 -3.859 -0.359
B -2.363 -3.013 -0.156
F -2.585 -1.964 0.854
F -1.990 -2.144 -1.280
F -1.092 -3.508 0.234
C 1.610 3.121 -0.240
As 1.075 1.320 0.282
C -0.411 1.852 1.456
C 0.013 0.905 -1.428
C -1.289 1.629 -1.542
C -1.376 2.825 -2.248
C -2.566 3.539 -2.282
C -3.685 3.073 -1.612
C -3.619 1.879 -0.905
C -2.427 1.176 -0.881
H 0.747 3.676 -0.607
H 2.390 3.078 -0.997
H 2.005 3.605 0.652
H -1.018 2.635 1.009
H 0.086 2.210 2.360
H -1.069 1.039 1.787
H -0.050 -0.165 -1.736
H 0.734 1.248 -2.173
H -0.512 3.195 -2.788
H -2.619 4.463 -2.843
H -4.611 3.631 -1.646
H -4.487 1.496 -0.388
H -2.432 0.237 -0.318
```

Calculated values
* net charge: +1
* 2S+1: 2
* molar mass: 500.3 Da
* E_LUMO (spin up / spin down): -3.6 / -3.4 eV


# 6
Here is a molecular structure, C14H17BF6MnN6O from the OMol25 dataset. Energies are from ωB97M-V/def2-TZVPD.

Structure (XYZ):
```
46
Properties=species:S:1:pos:R:3
C -1.621 -0.135 2.272
N -0.993 0.469 1.233
N -1.955 0.730 0.276
C -3.174 0.364 0.754
C -3.001 -0.183 2.017
B -1.733 1.440 -1.086
N -0.608 2.500 -0.907
N 0.471 2.401 -0.031
C 1.099 3.603 -0.039
C 0.407 4.489 -0.876
C -0.656 3.766 -1.404
Mn 1.137 0.930 1.326
N -1.878 0.570 -2.458
N -1.034 -0.398 -2.987
C -1.593 -0.884 -4.101
C -2.820 -0.210 -4.341
C -2.949 0.689 -3.296
H -1.140 -1.673 -4.697
H -3.714 1.415 -3.089
H -3.497 -0.356 -5.151
H -2.746 2.169 -1.156
H -1.440 4.066 -2.097
H -4.065 0.523 0.151
H 0.653 5.526 -1.046
H -3.767 -0.549 2.682
H 1.996 3.748 0.548
H -1.055 -0.518 3.113
H 2.159 0.900 -0.317
C 2.962 0.920 0.447
H 3.515 1.811 0.156
H 2.675 0.974 1.558
H 3.539 0.008 0.312
C 3.184 -2.594 1.244
C 1.731 -2.311 1.591
O 1.400 -1.021 1.720
C 0.834 -3.035 0.474
F 1.041 -4.386 0.456
F -0.493 -2.818 0.603
F 1.178 -2.556 -0.759
C 1.411 -2.965 3.011
F 1.922 -4.224 3.145
F 1.956 -2.203 3.998
F 0.078 -3.028 3.262
H 3.386 -2.259 0.221
H 3.379 -3.670 1.330
H 3.818 -2.035 1.940
```

Calculated values
* net charge: +2
* 2S+1: 6
* molar mass: 465.1 Da
* E_LUMO (spin up / spin down): -10.5 / -10.2 eV


no.,electronic energy (Eh)
1,-618.31599
2,-618.28593
3,-832.38979
4,-10899.59334
5,-3779.00013
6,-2721.81342